Entry 1:
Below is a 2-piece molecular cluster, CH3FOS overall at a distorted geometry, with properties calculated with ωB97M-V with the def2-TZVPD basis set.

The total energy comes out at -613.05040 Ha. As for the relative energy (zero: lowest compared OMol25 entry of this formula, charge and spin): 81.5 kcal per mole. Its frontier orbital gap (spin up / spin down) is 8.18 / 8.80 eV. The HOMO energy (spin up / spin down) comes out at -9.06 / -9.19 eV. For the LUMO energy (spin up / spin down), the calculation gives -0.9 / -0.4 eV. Its net charge is 0.

Each line ends with the natural charge from an NBO analysis.
Element x y z (Å)
S: 1.45668 -0.24753 0.08661  0.8002
F: -1.53613 -0.96335 -0.16725  -0.3278
O: 2.71038 0.53765 -0.15224  -0.8291
C: -1.07170 0.18044 0.25628  0.0358
H: 1.25255 -0.86016 -1.10315  0.0389
H: -1.18973 0.36006 1.30135  0.1405
H: -1.62204 0.99289 -0.22160  0.1416


Entry 2:
Below is C42H35Cl2MnN3O5S2 as an isolated structure at a distorted geometry, with properties calculated with ωB97M-V with the def2-TZVPD basis set.

The total energy comes out at -5029.24743 Ha. Its frontier orbital gap (spin up / spin down) is 6.30 / 5.38 eV. The HOMO energy (spin up / spin down) comes out at -12.57 / -12.56 eV. For the LUMO energy (spin up / spin down), the calculation gives -6.3 / -7.2 eV. Its net charge is +2. Its spin multiplicity is 4.

Each line ends with the Mulliken spin population.
Element x y z (Å)
Mn: 0.50102 -1.44594 -0.25577  2.0632
Cl: 2.64621 -5.19749 2.82034  0.0198
Cl: 3.57021 -7.35044 -1.92156  0.0002
S: -0.15374 0.18375 1.36841  -0.0575
S: -0.61189 -0.05985 -1.74147  -0.1155
O: -1.08198 -2.48207 0.15490  0.1020
O: 1.36367 -2.81144 1.17030  0.0079
O: 2.09071 -0.56265 -0.50125  -0.0105
O: 1.75921 0.16100 -2.53815  0.0142
O: 4.30953 0.02387 0.69980  0.0023
N: -1.55934 2.40967 -1.51998  0.0328
N: -1.92046 2.13538 1.22863  0.0150
N: 1.06819 -2.88442 -1.49660  -0.0261
C: 1.00183 -2.82936 -2.81422  0.0216
C: -1.14191 1.29825 0.56252  0.0069
C: -1.67610 2.52676 -2.95650  -0.0097
C: 1.79535 -3.96053 0.53125  0.0009
C: 2.87954 -6.07259 -1.02062  0.0014
C: 5.28593 2.32441 -2.60575  0.0001
C: 2.24666 -4.98769 -1.68092  -0.0040
C: -1.23045 3.47289 3.12118  0.0036
C: -1.95594 2.22379 2.67511  -0.0069
C: -1.91460 4.51174 3.73560  0.0001
C: 3.76856 0.82124 -1.48137  -0.0066
C: -1.97685 3.55288 -0.73491  -0.0020
C: -3.92669 1.42774 -3.09302  -0.0017
C: 2.48084 0.10418 -1.53525  0.0095
C: -0.75273 -3.60826 2.19061  0.2085
C: -5.06471 3.69129 -4.21237  -0.0001
C: 2.17386 -4.88682 -3.08124  0.0096
C: -1.49308 -3.32210 1.00794  0.0709
C: 2.41985 -5.04697 1.12371  -0.0027
C: 1.23544 -3.08430 3.66758  0.3297
C: -2.83322 -3.94854 0.76883  -0.0240
C: -5.84444 2.57338 -3.96861  0.0004
C: 2.94415 -6.09112 0.34728  -0.0009
C: -2.74212 3.07158 0.48737  -0.0004
C: 0.58477 -3.66438 4.70746  -0.0490
C: -0.65724 -4.30883 4.51210  0.2376
C: 0.12438 5.76852 3.88590  0.0001
C: 5.82924 1.49052 -0.42033  -0.0010
C: 0.53547 -2.84734 2.37643  -0.0830
C: -1.23458 5.65407 4.12568  0.0001
C: 1.55227 -3.80478 -3.64990  -0.0052
C: 4.11007 1.60688 -2.58438  -0.0021
C: 4.63825 0.76383 -0.37534  0.0019
C: -3.71740 3.68340 -3.88963  0.0004
C: 0.80816 4.73734 3.26145  0.0000
C: -5.27341 1.44062 -3.40989  -0.0004
C: 0.13342 3.59231 2.87910  0.0002
C: -1.26347 -4.33161 3.27252  0.0363
C: -1.14669 1.30899 -0.89486  0.0343
C: -3.13998 2.54856 -3.33696  0.0052
C: 1.68865 -3.94127 -0.89312  0.0061
C: 6.15180 2.25812 -1.51955  0.0014
H: 1.03791 -3.68537 5.68702  0.0035
H: -2.99856 2.25287 3.00138  -0.0001
H: -5.87818 0.56504 -3.22937  0.0000
H: 2.60626 -5.66609 -3.68860  0.0003
H: -1.76911 6.45360 4.61451  0.0000
H: -1.47761 1.33761 3.09566  0.0032
H: -1.16554 1.67986 -3.41578  0.0024
H: -1.09928 4.13285 -0.42263  0.0017
H: 0.51091 -1.96065 -3.24055  -0.0075
H: -2.97487 4.42314 3.92481  0.0000
H: 3.43958 -6.90476 0.84966  0.0002
H: -2.98742 3.91355 1.13559  -0.0001
H: 5.00029 0.09522 1.37456  -0.0001
H: -2.61930 4.18176 -1.35331  -0.0001
H: 1.48862 -3.68800 -4.71903  -0.0001
H: -1.18806 3.45551 -3.26459  0.0000
H: -1.12789 -4.79629 5.35014  0.0065
H: -6.89357 2.58267 -4.21973  0.0000
H: 5.53137 2.93627 -3.45687  -0.0001
H: 0.25120 -1.77299 2.45758  0.1296
H: 6.50160 1.45045 0.42457  0.0000
H: -5.50250 4.57108 -4.65742  0.0000
H: -3.66928 2.57304 0.18065  0.0007
H: 3.42076 1.63900 -3.41458  0.0001
H: 7.07954 2.80851 -1.53126  0.0000
H: 0.65293 6.65703 4.19285  0.0000
H: -3.11294 4.55631 -4.08925  0.0001
H: 1.86771 4.82532 3.07454  0.0000
H: -3.47606 0.54248 -2.66599  0.0008
H: -2.77340 -5.02990 0.85844  0.0024
H: -3.55703 -3.58474 1.49770  0.0056
H: 2.19390 -2.60258 3.78144  0.0024
H: -2.18297 -4.88143 3.14863  0.0134
H: 0.66565 2.78374 2.39763  -0.0023
H: -3.17888 -3.68029 -0.22689  0.0026


Entry 3:
Below is C4H4N2O in the gas phase at a distorted geometry, with properties calculated with ωB97M-V with the def2-TZVPD basis set.

The total energy comes out at -339.45759 Ha. As for the relative energy (zero: lowest compared OMol25 entry of this formula, charge and spin): 77.9 kcal per mole. Its frontier orbital gap is 10.09 eV. The HOMO energy comes out at -10.10 eV. For the LUMO energy, the calculation gives 0.0 eV. Its net charge is 0.

Each line ends with the natural charge from an NBO analysis.
Element x y z (Å)
O: -2.69636 0.40443 -0.27418  -0.5725
N: -0.11787 1.87690 0.05060  -0.5665
N: -0.52794 -0.53937 0.07457  -0.6291
C: 2.88891 -0.20188 -0.17662  -0.1806
C: 1.74564 0.31926 0.04426  -0.0774
C: -1.93393 -0.56413 0.02763  0.5308
C: 0.31852 0.64470 0.12345  0.3250
H: -1.16480 1.78202 0.03892  0.3701
H: -0.12559 -1.36300 -0.05355  0.3973
H: 3.84961 -0.74392 -0.39229  0.2667
H: -2.23619 -1.61503 0.53720  0.1363


Entry 4:
Below is a 2-piece molecular cluster, C5H10O2 overall at a distorted geometry, with properties calculated with ωB97M-V with the def2-TZVPD basis set.

The total energy comes out at -346.88701 Ha. As for the relative energy (zero: lowest compared OMol25 entry of this formula, charge and spin): 86.9 kcal per mole. Its frontier orbital gap is 9.17 eV. The HOMO energy comes out at -8.36 eV. For the LUMO energy, the calculation gives 0.8 eV. Its net charge is 0.

Each line ends with the natural charge from an NBO analysis.
Element x y z (Å)
O: -4.74998 -1.79089 -0.72694  -0.9195
O: -0.15684 0.61184 0.86160  -0.6794
C: 0.12768 -1.46046 -1.39480  -0.3395
C: 1.02662 0.27135 0.15459  0.2689
C: 2.08691 1.10749 0.20916  -0.3184
C: 0.98543 -1.08200 -0.40584  -0.2422
C: 2.18568 2.26675 1.22913  -0.6461
H: -4.98799 -1.28079 0.07170  0.4612
H: 2.60197 1.27380 -0.72663  0.2149
H: 2.86738 1.94129 2.03657  0.2242
H: -5.37254 -1.32301 -1.29304  0.4585
H: 0.08673 -2.54283 -1.51680  0.2052
H: -0.09842 1.57634 0.78524  0.4742
H: 2.69913 3.11035 0.76217  0.2165
H: 1.67674 -1.80063 0.00695  0.2138
H: 1.21577 2.51393 1.67567  0.1966
H: -0.11384 -0.68919 -2.13030  0.2113


Entry 5:
Below is C12H26NO2P2Pd as an isolated structure at a distorted geometry, with properties calculated with ωB97M-V with the def2-TZVPD basis set.

The total energy comes out at -1487.44441 Ha. As for the relative energy (zero: lowest compared OMol25 entry of this formula, charge and spin): 0.0 kcal per mole. Its frontier orbital gap (spin up / spin down) is 7.46 / 4.02 eV. The HOMO energy (spin up / spin down) comes out at -18.42 / -19.21 eV. For the LUMO energy (spin up / spin down), the calculation gives -11.0 / -15.2 eV. Its net charge is +3. Its spin multiplicity is 5.

Each line ends with the Mulliken spin population.
Element x y z (Å)
Pd: 0.38962 0.16323 0.22015  1.6326
P: 0.88243 -0.17554 -1.95997  0.2104
P: -0.90325 -0.77045 1.85256  0.2562
O: -3.21933 -0.65073 -1.55578  0.0046
O: -2.00088 -3.82543 -2.87304  -0.0003
N: 1.06670 -2.04993 0.23225  0.0065
C: 1.72784 1.31380 1.07884  0.3606
C: 0.28152 -2.00420 2.54660  0.0098
C: 1.00004 -2.68748 1.40486  0.2891
C: 1.63605 -3.91609 1.57407  0.1798
C: 2.23470 -4.51732 0.47751  -0.0003
C: -0.14216 0.23127 -3.38263  0.0314
C: 1.52689 -1.88685 -2.18068  0.0423
C: -1.29325 0.33773 3.21295  0.0344
C: 1.52387 -2.65495 -0.86822  0.2431
C: -2.40535 -1.75283 1.60673  0.0463
C: 2.46774 0.64916 -2.28475  0.0553
C: 2.13810 -3.91732 -0.77298  0.2219
H: 2.55842 -1.78864 -2.56495  0.0415
H: 0.32954 -0.12108 -4.31603  0.0188
H: 2.29822 1.72121 -2.40616  0.0064
H: -1.13834 -0.21811 -3.25272  -0.0063
H: 2.65776 0.72059 1.12472  0.0108
H: 0.91505 -2.35602 -2.95711  0.0373
H: -3.89748 -1.07190 -0.99192  -0.0018
H: -2.11697 0.96426 2.85541  0.0090
H: 2.87370 0.22446 -3.21030  0.0105
H: -1.60573 -0.23822 4.08962  0.0150
H: -1.91166 -4.14290 -3.79539  0.0000
H: 1.63518 -4.34255 2.57814  -0.0056
H: 2.50439 -4.39531 -1.67855  -0.0049
H: -0.26413 -2.72534 3.17272  0.0158
H: -0.43105 0.96965 3.44454  -0.0059
H: -2.63382 -2.28921 2.53875  0.0127
H: -2.49648 -0.46924 -0.93826  0.0150
H: -0.23682 1.32834 -3.41698  0.0017
H: -3.22669 -1.05868 1.37781  0.0019
H: 1.00982 -1.47854 3.18654  0.0478
H: -2.45735 -2.97772 -2.98272  -0.0001
H: 2.70152 -5.48869 0.58904  0.0102
H: 1.77551 2.17282 0.38478  0.0669
H: -2.27315 -2.47526 0.78833  -0.0002
H: 1.32968 1.57433 2.07239  0.0733
H: 3.14964 0.47141 -1.44636  0.0065